Below is a 8-piece molecular cluster, C24H30ClFO24 overall in a non-equilibrium geometry, with properties calculated with the ωB97M-V functional and the def2-TZVPD basis.

For the gap between HOMO and LUMO, the calculation gives 0.398 Ha. As for the LUMO energy: 0.0 eV.

Last column: Löwdin charge in e.
Geometry (Å):
1 O -3.160 2.001 2.321  0.1407
2 C -4.308 1.796 1.915  -0.4042
3 O -4.634 0.527 1.344  -0.0178
4 C -5.878 0.206 2.049  -0.0975
5 C -6.554 1.675 1.997  -0.7222
6 F -7.165 2.004 3.220  0.0231
7 Cl -7.680 1.543 0.574  0.7196
8 O -5.461 2.609 1.934  0.0910
9 H -5.759 0.033 3.172  0.1558
10 H -6.399 -0.599 1.446  0.1355
11 C -1.472 -0.733 1.096  -0.1228
12 C -1.705 -1.997 1.867  -0.1107
13 O -0.689 -2.863 1.369  0.0645
14 C 0.305 -2.080 0.880  -0.5362
15 O 1.379 -2.487 0.540  0.1262
16 O -0.072 -0.778 0.827  0.0645
17 H -1.733 0.157 1.669  0.1142
18 H -2.009 -0.713 0.144  0.1410
19 H -1.563 -1.864 2.943  0.1419
20 H -2.695 -2.417 1.690  0.1389
21 C -2.327 4.809 -0.885  -0.1491
22 C -1.952 3.517 -1.545  -0.1224
23 O -3.208 2.871 -1.717  0.0588
24 C -4.163 3.840 -1.733  -0.5557
25 O -5.305 3.651 -2.026  0.1521
26 O -3.648 5.046 -1.373  0.0500
27 H -1.660 5.625 -1.158  0.1202
28 H -2.362 4.728 0.204  0.1325
29 H -1.493 3.665 -2.527  0.1416
30 H -1.285 2.913 -0.930  0.1291
31 C 2.954 3.269 0.678  -0.1234
32 C 1.986 2.591 1.601  -0.1239
33 O 0.954 3.561 1.747  0.0687
34 C 1.002 4.367 0.655  -0.5382
35 O 0.170 5.181 0.380  0.1472
36 O 2.115 4.129 -0.086  0.0725
37 H 3.479 2.565 0.032  0.1385
38 H 3.689 3.876 1.213  0.1365
39 H 1.559 1.682 1.167  0.1273
40 H 2.430 2.347 2.566  0.1377
41 C -2.668 8.841 -1.239  -0.1310
42 C -3.427 8.516 -2.491  -0.1284
43 O -2.717 9.233 -3.493  0.0646
44 C -1.452 9.423 -3.030  -0.5530
45 O -0.550 9.844 -3.688  0.1605
46 O -1.348 9.070 -1.719  0.0621
47 H -2.683 8.024 -0.517  0.1276
48 H -3.031 9.751 -0.753  0.1348
49 H -3.399 7.449 -2.733  0.1244
50 H -4.467 8.841 -2.444  0.1373
51 C 2.444 -5.921 2.016  -0.1340
52 C 1.175 -5.825 1.229  -0.1211
53 O 0.213 -6.413 2.099  0.0683
54 C 0.696 -6.300 3.366  -0.5530
55 O 0.066 -6.542 4.352  0.1490
56 O 1.989 -5.877 3.365  0.0661
57 H 3.127 -5.096 1.809  0.1322
58 H 2.967 -6.864 1.851  0.1197
59 H 0.885 -4.791 1.029  0.1006
60 H 1.229 -6.367 0.285  0.1305
61 C 6.639 -5.793 0.796  -0.1234
62 C 7.089 -7.080 0.172  -0.1251
63 O 5.874 -7.807 0.030  0.0749
64 C 4.864 -6.900 -0.006  -0.5530
65 O 3.731 -7.162 -0.284  0.1450
66 O 5.307 -5.655 0.314  0.0535
67 H 7.252 -4.944 0.493  0.1373
68 H 6.616 -5.842 1.889  0.1378
69 H 7.531 -6.934 -0.817  0.1376
70 H 7.796 -7.624 0.799  0.1374
71 C 2.046 -4.276 -2.962  -0.1247
72 C 1.796 -2.881 -2.471  -0.1315
73 O 2.749 -2.112 -3.198  0.0646
74 C 3.054 -2.810 -4.325  -0.5559
75 O 3.694 -2.375 -5.234  0.1558
76 O 2.534 -4.066 -4.283  0.0632
77 H 1.140 -4.883 -2.975  0.1358
78 H 2.812 -4.795 -2.379  0.1306
79 H 0.791 -2.524 -2.717  0.1378
80 H 1.954 -2.782 -1.396  0.0996

Below is a single C24H30F3N3O4 molecule, with properties calculated with the ωB97M-V functional and the def2-TZVPD basis.

For the gap between HOMO and LUMO, the calculation gives 0.329 Ha. As for the LUMO energy: 0.7 eV. As for the energy above the lowest of the compared OMol25 structures with the same formula, charge and spin: 0.223 eV.

Last column: Löwdin charge in e.
Geometry (Å):
1 C -2.523 -2.578 -1.537  -0.0850
2 H -1.489 -2.871 -1.377  0.0741
3 H -3.133 -3.476 -1.580  0.0603
4 H -2.607 -2.060 -2.489  0.0610
5 C -2.973 -1.649 -0.411  -0.2629
6 N -2.751 -2.249 0.895  -0.1934
7 C -2.386 -1.294 1.922  -0.1953
8 H -1.528 -0.732 1.543  0.1156
9 C -3.484 -0.304 2.352  -0.1561
10 H -3.907 0.179 1.466  0.1098
11 H -4.288 -0.836 2.864  0.1077
12 C -2.932 0.766 3.295  -0.1801
13 N -1.923 1.573 2.650  0.0638
14 C -0.605 1.448 2.944  -0.4636
15 O -0.194 0.803 3.888  0.0698
16 C 0.303 2.149 1.990  -0.1383
17 C -0.031 3.319 1.322  -0.0329
18 C 0.852 3.851 0.406  0.0075
19 C 2.067 3.235 0.122  -0.1940
20 C 2.428 2.072 0.824  -0.1804
21 C 1.537 1.556 1.752  0.0540
22 H 1.773 0.665 2.310  0.1194
23 O 3.638 1.496 0.541  -0.1156
24 C 3.938 0.234 1.091  -0.0516
25 H 4.882 -0.055 0.630  0.1000
26 H 4.059 0.289 2.176  0.1012
27 H 3.168 -0.503 0.842  0.1046
28 O 2.779 3.841 -0.885  -0.0302
29 C 4.050 3.379 -1.271  -0.0790
30 C 4.083 1.980 -1.892  -0.4406
31 O 5.120 1.381 -2.041  0.0842
32 N 2.845 1.549 -2.280  0.1718
33 C 2.485 0.309 -2.794  -0.1417
34 C 3.446 -0.616 -3.202  0.0070
35 C 3.074 -1.844 -3.711  -0.0611
36 C 1.736 -2.184 -3.831  -0.0735
37 C 0.769 -1.284 -3.431  -0.0161
38 C 1.130 -0.044 -2.915  -0.0522
39 C 0.046 0.882 -2.454  -0.5593
40 F 0.051 1.057 -1.111  0.1412
41 F 0.139 2.126 -2.975  0.1391
42 F -1.185 0.456 -2.758  0.1381
43 H -0.276 -1.538 -3.513  0.1060
44 H 1.445 -3.142 -4.231  0.1044
45 H 3.838 -2.541 -4.019  0.1084
46 H 4.487 -0.356 -3.107  0.1027
47 H 2.101 2.213 -2.106  0.1249
48 H 4.765 3.396 -0.443  0.1441
49 H 4.388 4.092 -2.032  0.1468
50 H 0.615 4.751 -0.139  0.1259
51 H -0.960 3.830 1.523  0.1140
52 H -2.181 2.009 1.779  0.1335
53 H -2.452 0.301 4.159  0.1213
54 H -3.744 1.414 3.642  0.1188
55 H -2.043 -1.848 2.798  0.1176
56 C -3.809 -3.173 1.264  -0.2623
57 C -3.439 -4.043 2.460  -0.0852
58 H -4.153 -4.857 2.552  0.0702
59 H -3.449 -3.477 3.387  0.0624
60 H -2.446 -4.461 2.315  0.0796
61 H -4.763 -2.652 1.464  0.1136
62 H -3.972 -3.826 0.404  0.1059
63 H -4.031 -1.377 -0.566  0.1184
64 H -2.382 -0.733 -0.471  0.1018

Below is C24H30F3O8PbS as an isolated structure in a non-equilibrium geometry, with properties calculated with the ωB97M-V functional and the def2-TZVPD basis.

For the gap between HOMO and LUMO, the calculation gives 0.213 Ha. As for the LUMO energy: 1.9 eV. Its net charge is -1.

Last column: Löwdin charge in e.
Geometry (Å):
1 C -5.141 -4.851 3.073  -0.2515
2 C -4.645 -3.918 1.942  -0.0562
3 C -3.846 -5.449 3.674  -0.0527
4 C -2.902 -5.589 2.478  -0.1556
5 H -4.068 -6.405 4.171  0.1317
6 H -3.448 -4.720 4.404  0.1237
7 C -3.500 -4.715 1.312  -0.2003
8 H -4.262 -3.000 2.425  0.1303
9 H -5.440 -3.654 1.224  0.1321
10 C -2.310 -3.916 0.771  -0.1369
11 H -3.908 -5.389 0.532  0.1538
12 H -2.885 -6.651 2.150  0.1539
13 C -1.425 -5.065 2.585  -0.5037
14 C -5.879 -4.146 4.194  -0.4078
15 C -6.005 -6.000 2.465  -0.3814
16 O -5.899 -7.155 2.876  0.1311
17 O -5.799 -2.902 4.401  0.0781
18 O -6.591 -4.962 4.952  -0.0219
19 O -6.838 -5.627 1.458  -0.0663
20 C -8.200 -5.142 1.684  -0.0068
21 H -8.243 -4.119 1.280  0.0952
22 H -8.469 -5.141 2.748  0.0914
23 H -8.875 -5.793 1.119  0.0902
24 C -7.452 -4.346 5.917  -0.0298
25 H -6.905 -3.657 6.572  0.0994
26 H -7.875 -5.176 6.485  0.0949
27 H -8.244 -3.801 5.388  0.0993
28 O -1.100 -4.509 1.275  -0.0841
29 H -2.344 -2.864 1.128  0.1193
30 H -2.265 -3.921 -0.332  0.1217
31 C -0.461 -6.211 2.874  -0.0205
32 C -1.251 -3.943 3.621  -0.0137
33 H -1.320 -4.328 4.643  0.0852
34 H -1.984 -3.134 3.482  0.0873
35 H -0.247 -3.510 3.483  0.1013
36 H 0.550 -5.810 3.000  0.0886
37 H -0.462 -6.925 2.042  0.0892
38 H -0.749 -6.733 3.797  0.0893
39 Pb -0.076 -0.263 0.156  1.4023
40 C 1.132 -0.168 -2.095  -0.2173
41 C 0.523 -1.461 -1.870  -0.2714
42 C -0.922 -1.276 -1.886  -0.2958
43 H 1.052 -2.400 -1.645  0.1054
44 C -1.180 0.128 -2.150  -0.2431
45 C 0.084 0.800 -2.282  -0.1990
46 H 0.234 1.866 -2.503  0.1031
47 H 2.208 0.022 -2.179  0.0842
48 H -1.672 -2.050 -1.667  0.0731
49 H -2.174 0.595 -2.184  0.0935
50 C 0.595 1.375 1.890  -0.2498
51 C 0.512 2.227 0.730  -0.1934
52 C -0.854 2.251 0.281  -0.2223
53 H 1.347 2.790 0.299  0.0931
54 C -1.638 1.417 1.163  -0.2709
55 C -0.742 0.871 2.175  -0.3003
56 H -1.004 0.147 2.963  0.0892
57 H 1.487 1.177 2.493  0.0804
58 H -1.236 2.793 -0.595  0.0956
59 H -2.700 1.157 1.039  0.0893
60 F 4.973 1.335 0.381  0.1038
61 C 3.983 0.700 -0.276  -0.5545
62 F 3.140 1.683 -0.727  0.0743
63 F 4.529 0.165 -1.403  0.0867
64 S 3.282 -0.699 0.920  0.6164
65 O 4.096 -1.832 0.458  -0.3253
66 O 3.270 -0.059 2.224  -0.3275
67 O 1.827 -1.188 0.707  -0.5174